Computed, not measured: a structure of composition C45H65BHfN8OS4SiTe, with the ωB97M-V functional and the def2-TZVPD basis.

```
! RIJCOSX wB97M-V def2-TZVPD def2/J DEFGRID3
* xyz 0 1
Hf -0.1817 0.2651 0.0389
C 4.0974 -1.8404 -2.7976
C 2.6905 -1.3502 -2.7805
C 1.8486 -1.1203 -3.8396
C 0.6532 -0.6324 -3.3009
N 0.7560 -0.5996 -1.9589
N 2.0222 -1.0287 -1.6606
B 2.5409 -1.1451 -0.2378
N 1.5974 -2.0964 0.5269
N 0.2205 -1.9682 0.5999
C -0.2174 -3.0626 1.2775
C 0.8768 -3.8626 1.6027
C 1.9943 -3.2268 1.1300
C 3.4177 -3.6494 1.2609
C -1.6117 -3.5447 1.6806
C -1.8854 -4.8649 0.9341
C -2.7427 -2.5724 1.4049
C -1.6154 -3.8821 3.1861
N 2.7312 0.2224 0.4854
N 1.7348 1.1538 0.6532
C 2.2957 2.2602 1.1668
C 3.6606 2.0347 1.3227
C 3.9009 0.7495 0.8913
C 5.1988 0.0179 0.8701
C 1.5915 3.5486 1.5299
C 2.0846 4.6663 0.5954
C 1.9751 3.9151 2.9723
C 0.0733 3.4373 1.4326
C -0.4579 -0.1315 -4.2011
C -0.8212 -1.2186 -5.2285
C -1.7139 0.2933 -3.4615
C 0.0997 1.0679 -4.9962
H 4.3965 -2.0321 -3.8262
H 4.2091 -2.7646 -2.2301
H 4.7815 -1.1028 -2.3773
H 2.0827 -1.2496 -4.8813
H 3.6154 -1.6416 -0.2654
H 0.8515 -4.7989 2.1296
H 3.4637 -4.5641 1.8490
H 4.0097 -2.8869 1.7684
H 3.8780 -3.8379 0.2913
H -1.9118 -4.7154 -0.1427
H -2.8515 -5.2581 1.2581
H -1.1265 -5.6127 1.1656
H -2.8447 -2.3612 0.3411
H -2.6146 -1.6402 1.9469
H -3.6825 -3.0216 1.7356
H -0.9220 -4.6897 3.4196
H -2.6166 -4.2205 3.4601
H -1.3635 -3.0239 3.8048
H 4.3911 2.7209 1.7136
H 5.9777 0.6604 1.2763
H 5.4855 -0.2724 -0.1402
H 5.1520 -0.8835 1.4814
H 3.1523 4.8442 0.7374
H 1.5571 5.5903 0.8417
H 1.9009 4.4282 -0.4518
H 3.0538 4.0374 3.0785
H 1.6551 3.1501 3.6815
H 1.5007 4.8621 3.2376
H -0.2548 3.4553 0.3978
H -0.4209 4.2624 1.9512
H -0.3079 2.5279 1.9201
H -1.3066 -2.0652 -4.7488
H 0.0557 -1.5806 -5.7654
H -1.5052 -0.7887 -5.9643
H -2.2091 -0.5560 -2.9932
H -2.4100 0.7504 -4.1709
H -1.5009 1.0399 -2.7016
H 0.8857 0.7468 -5.6821
H 0.5136 1.8381 -4.3490
H -0.7026 1.5069 -5.5935
C 3.6856 0.2663 5.2599
C 3.4964 -0.6026 4.1940
C 2.2870 -0.6189 3.5185
C 1.2270 0.2222 3.8726
C 1.4278 1.0504 4.9772
C 2.6387 1.0835 5.6575
Si -0.4014 0.1292 2.8801
C -1.6616 1.1042 3.9324
C -2.7512 0.3893 4.4496
C -3.6505 0.9620 5.3359
C -3.4868 2.2796 5.7376
C -2.4310 3.0171 5.2243
C -1.5428 2.4369 4.3306
H 4.6312 0.2909 5.7868
H 4.2935 -1.2774 3.8997
H 2.1546 -1.3192 2.7068
H 0.6184 1.6767 5.3342
H 2.7600 1.7462 6.5056
H -0.8546 -1.2590 3.1378
H -2.8765 -0.6555 4.1868
H -4.4756 0.3751 5.7210
H -4.1810 2.7297 6.4366
H -2.2946 4.0506 5.5196
H -0.7225 3.0469 3.9621
C -4.4952 -2.5627 -3.5674
N -3.6512 -3.6936 -3.9060
C -2.4660 -3.9518 -3.3214
S -1.8320 -3.0380 -2.0736
N -1.7772 -5.0075 -3.8079
C -2.1961 -5.8544 -4.9001
H -5.5361 -2.8359 -3.7309
H -4.2483 -1.6854 -4.1684
H -4.3470 -2.3140 -2.5195
H -3.8830 -4.1988 -4.7445
H -0.8749 -5.1396 -3.3860
H -3.1624 -6.3220 -4.6944
H -1.4666 -6.6505 -5.0219
H -2.2566 -5.3076 -5.8464
C -2.4344 4.1414 -3.2072
O -1.5574 3.2915 -2.4700
C -0.2323 3.4776 -2.5749
S 0.4366 4.6766 -3.4946
S 0.7091 2.3313 -1.7187
H -3.4337 3.7837 -2.9709
H -2.2300 4.0605 -4.2745
H -2.3066 5.1800 -2.9038
Te -2.9628 0.5952 -0.0077
C -3.2490 2.4812 0.8683
C -2.7560 3.6971 0.4907
C -3.2084 4.7508 1.3243
C -4.0484 4.3145 2.3064
S -4.2651 2.6244 2.2402
H -2.0965 3.8212 -0.3559
H -2.9256 5.7858 1.1950
H -4.5322 4.9049 3.0677
*
```

=====

Computed, not measured: a structure of composition C45H65BaN4Sb, with the ωB97M-V functional and the def2-TZVPD basis.

```
! RIJCOSX wB97M-V def2-TZVPD def2/J DEFGRID3
* xyz 0 1
Ba -0.0202 -0.0582 0.3220
C -1.4933 -5.1173 4.3320
C -1.9075 -3.7136 4.7579
C -2.0214 -2.7345 3.6297
C -3.1627 -2.2377 3.0678
C -4.5741 -2.5523 3.4558
C -5.1445 -1.5793 4.4800
C -2.7557 -1.2319 2.0943
N -1.4021 -1.1864 2.0762
C -0.9031 -2.0498 2.9814
C 0.4591 -2.1837 3.3268
C 1.5520 -1.3458 3.0210
C 2.8947 -1.4365 3.5880
C 3.3624 -2.5276 4.4963
C 2.9239 -2.3355 5.9463
C 3.5762 -0.3284 3.1734
C 2.6620 0.4554 2.3551
C 2.8741 1.7657 1.8885
C 1.9973 2.6878 1.2750
N 0.7958 2.3878 0.7513
C 0.1311 3.5229 0.4426
C -1.2138 3.6072 0.0344
C -2.2566 2.6605 0.0737
N -2.1348 1.3968 0.5328
C -3.3516 0.8459 0.7083
C -3.6104 -0.3580 1.3985
C -4.3533 1.8068 0.2482
C -3.6756 2.9263 -0.1436
C -4.2597 4.2268 -0.5937
C -4.4726 5.1911 0.5735
C -5.8289 1.5795 0.2288
C -6.2933 0.7988 -0.9951
C 1.0048 4.6586 0.7451
C 2.1541 4.1404 1.2679
C 3.3535 4.8876 1.7562
C 4.4283 5.0537 0.6842
C 0.6514 6.0934 0.5197
C 0.8132 6.4972 -0.9438
N 1.4891 -0.2249 2.2702
C 4.9688 0.0748 3.5487
C 5.0040 1.0049 4.7612
H -1.4129 -5.7860 5.1902
H -0.5288 -5.1124 3.8226
H -2.2193 -5.5410 3.6362
H -1.1950 -3.3279 5.4941
H -2.8627 -3.7631 5.2872
H -4.6194 -3.5733 3.8445
H -5.2077 -2.5575 2.5630
H -4.5724 -1.6007 5.4094
H -6.1822 -1.8186 4.7186
H -5.1114 -0.5524 4.1125
H 0.6778 -2.9771 4.0322
H 4.4522 -2.6030 4.4518
H 2.9917 -3.4906 4.1288
H 3.3386 -1.4164 6.3607
H 3.2524 -3.1669 6.5711
H 1.8388 -2.2602 6.0249
H 3.8398 2.1777 2.1627
H -1.5359 4.6067 -0.2401
H -4.6655 -0.5865 1.5098
H -5.2115 4.0463 -1.0998
H -3.6169 4.6888 -1.3485
H -5.1578 4.7563 1.3026
H -4.8884 6.1438 0.2435
H -3.5346 5.3913 1.0916
H -6.3512 2.5386 0.2808
H -6.1324 1.0425 1.1330
H -6.0569 1.3268 -1.9200
H -7.3712 0.6288 -0.9722
H -5.8050 -0.1757 -1.0465
H 3.7807 4.3719 2.6208
H 3.0454 5.8682 2.1287
H 4.7471 4.0824 0.3017
H 5.3074 5.5664 1.0771
H 4.0508 5.6264 -0.1635
H 1.2744 6.7332 1.1493
H -0.3762 6.2763 0.8455
H 1.8518 6.3879 -1.2578
H 0.5144 7.5314 -1.1202
H 0.2112 5.8599 -1.5926
H 5.4533 0.5648 2.6992
H 5.5616 -0.8213 3.7482
H 4.4075 1.8996 4.5775
H 6.0208 1.3181 5.0004
H 4.5837 0.5132 5.6389
C 1.4867 -6.4039 -0.0345
C 0.8799 -5.1624 0.6047
C -0.6241 -5.3568 0.8036
Sb 1.1985 -3.2810 -0.3637
C 3.2736 -2.8433 0.0161
C 4.2311 -4.0137 0.1757
C 3.7824 -1.8302 -1.0017
C 1.2686 -3.7791 -2.4669
C -0.1134 -4.2109 -2.9497
C 2.3287 -4.7419 -2.9866
H 1.4324 -7.2499 0.6548
H 2.5287 -6.2752 -0.3300
H 0.9237 -6.6834 -0.9278
H 1.3304 -5.0107 1.5938
H -1.1302 -5.4829 -0.1575
H -1.0911 -4.5129 1.3133
H -0.8261 -6.2541 1.3929
H 3.2140 -2.3302 0.9834
H 4.3243 -4.6133 -0.7325
H 3.9198 -4.6901 0.9746
H 5.2308 -3.6487 0.4274
H 3.8396 -2.2445 -2.0116
H 4.7864 -1.4908 -0.7338
H 3.1562 -0.9332 -1.0537
H 1.4829 -2.7931 -2.9006
H -0.3784 -5.1965 -2.5577
H -0.1415 -4.2847 -4.0400
H -0.9064 -3.5229 -2.6441
H 2.1647 -5.7599 -2.6342
H 3.3393 -4.4549 -2.6931
H 2.3020 -4.7704 -4.0796
*
```

=====

Energy relative to the best compared isomer or geometry (same formula, charge and spin) readings, ordered: 0.0; 0.0 kcal/mol
F_max readings, ordered: 0.68; 1.75 eV/A